ORCA calculation (wB97M-V/def2-TZVPD) on a cluster of 8 separate species, C22H30Cl8F2O2 in total in a non-equilibrium geometry.

```
64
Properties=species:S:1:pos:R:3:mulliken_charge:R:1
Cl 6.34 -9.83 22.30 -0.0642
Cl 7.67 -1.05 16.94 -0.1626
Cl 8.39 -0.72 19.78 -0.1767
Cl 5.66 -10.73 17.76 -0.0024
Cl 10.57 -9.44 12.48 -0.1658
Cl 3.91 -12.29 19.49 -0.1745
Cl 4.32 -11.15 23.97 -0.1595
Cl 9.22 -9.62 15.04 -0.0382
F 8.30 -4.57 16.84 -0.2923
F 13.74 -7.67 22.70 -0.2951
O 3.22 -9.61 14.98 -0.5822
O 10.01 -12.55 20.63 -0.5811
C 9.94 -11.21 18.70 -0.5773
C 12.01 -8.28 24.21 -0.1633
C 11.50 -7.41 22.04 -0.3019
C 7.66 -8.03 19.00 -0.3095
C 7.99 -5.64 18.94 -0.5159
C 7.91 -12.59 19.50 -0.5383
C 7.83 -8.09 17.62 0.5421
C 4.61 -10.22 22.50 0.0474
C 12.45 -7.83 22.98 0.0297
C 9.35 -12.16 19.71 0.7024
C 3.97 -8.69 14.78 0.7579
C 7.97 -6.90 16.91 -0.4234
C 7.98 -1.88 18.48 0.0008
C 7.75 -6.81 19.65 -0.6107
C 10.50 -10.33 14.01 -0.4159
C 4.05 -11.46 17.96 -0.4838
C 5.36 -8.93 14.26 -0.6689
C 8.12 -5.69 17.56 0.4276
C 10.15 -7.59 22.22 -0.2638
C 3.60 -7.26 15.08 -0.9937
C 10.65 -8.47 24.43 -0.7053
C 9.76 -8.26 23.39 -0.0180
H 7.85 -13.12 18.54 0.3437
H 12.74 -8.52 24.97 0.3833
H 5.68 -9.96 14.44 0.2386
H 2.72 -7.03 14.48 0.3447
H 8.72 -8.56 23.43 0.2374
H 3.85 -12.09 17.10 0.3802
H 10.19 -8.78 25.36 0.3827
H 6.08 -8.28 14.76 -0.0316
H 9.34 -10.30 18.68 -0.1154
H 7.87 -9.05 17.12 -0.1319
H 4.30 -10.78 21.61 -0.1404
H 8.12 -4.69 19.44 0.2603
H 10.98 -11.04 18.96 0.3444
H 10.28 -11.37 13.84 0.3227
H 9.98 -11.54 17.65 0.2936
H 3.40 -7.23 16.16 0.2449
H 7.63 -6.73 20.72 0.6409
H 4.31 -6.49 14.79 0.3063
H 5.45 -8.83 13.17 0.4209
H 11.48 -10.16 14.45 0.3017
H 7.43 -8.91 19.58 0.1164
H 8.78 -2.58 18.26 0.1279
H 11.90 -6.92 21.16 0.3914
H 7.31 -11.68 19.53 -0.1563
H 7.08 -2.37 18.83 0.2194
H 3.29 -10.68 17.94 0.2720
H 7.56 -13.22 20.32 0.2914
H 9.51 -7.48 21.36 0.2721
H 4.13 -9.25 22.52 0.3008
H 8.00 -7.01 15.83 0.3141
```

Energy relative to the best compared isomer or geometry (same formula, charge and spin) = 0.00 kcal per mole

---

ORCA calculation (wB97M-V/def2-TZVPD) on a cluster of 3 separate species, C22H30F16NO5 in total in a non-equilibrium geometry.

```
74
Properties=species:S:1:pos:R:3:mulliken_charge:R:1
F -3.75 -3.24 -0.25 -0.2332
F -5.27 1.03 -6.56 -0.2549
F -6.49 -1.44 2.87 -0.3277
F -3.21 2.88 -5.95 -0.2890
F -1.62 -3.65 -0.29 -0.2760
F -2.58 0.82 -6.05 -0.2741
F -1.41 -0.83 -2.08 -0.3026
F -3.48 -0.28 -2.48 -0.2963
F -3.13 -1.38 -5.13 -0.2111
F -2.24 -2.57 2.17 -0.2910
F -1.18 -1.13 0.97 -0.3001
F -2.81 -2.74 -3.48 -0.2492
F -4.23 -4.06 2.10 -0.1985
F -5.82 -1.97 0.88 -0.2533
F -5.04 0.17 -4.58 -0.2009
F -6.36 -4.16 2.44 -0.2756
O -2.78 1.83 -4.05 -0.4352
O 5.45 -1.43 3.03 -0.5232
O 1.67 -0.25 -2.96 -0.3862
O -3.36 -0.85 1.25 -0.3585
O 3.93 -0.44 -2.91 -0.5835
N 4.71 1.01 -0.38 -0.0339
C 3.27 1.17 1.46 0.4684
C 3.46 3.94 1.81 -0.4899
C -3.34 1.68 -5.34 0.7277
C 2.31 0.17 3.64 -0.8978
C 3.68 2.63 0.95 -0.3561
C -4.25 -1.03 2.37 -0.7275
C -5.26 -3.42 2.69 0.0618
C 2.87 -0.47 -2.23 0.3639
C -2.33 -1.62 -4.08 0.1799
C 5.17 2.19 0.47 -0.6589
C -4.82 1.29 -5.31 0.2033
C 4.39 -1.51 4.04 -0.4922
C 2.26 4.78 1.07 -1.0068
C 2.91 -1.31 3.41 -0.3537
C 2.87 -0.80 -0.64 0.4922
C -2.34 -1.82 1.06 0.6730
C -2.28 -0.46 -3.08 1.0635
C 3.61 0.40 0.09 -0.1444
C -5.44 -1.99 2.18 0.8662
C -2.54 -2.65 -0.21 1.6028
C -1.79 0.89 -3.64 -0.9837
C 1.90 0.89 2.24 0.0364
H 2.67 5.24 0.09 0.3006
H -5.10 -3.43 3.77 0.2929
H 1.76 -0.74 -0.33 -0.3506
H 3.11 3.70 2.87 0.3047
H -1.01 0.76 -4.40 0.4606
H 1.15 0.27 1.64 -0.2776
H -4.68 -0.04 2.52 0.4218
H -1.33 -1.85 -4.46 0.2616
H -2.45 -2.02 -1.10 -1.0370
H 1.47 1.91 2.54 0.3076
H 4.15 0.86 2.16 0.0405
H 1.83 5.59 1.75 0.3524
H 5.26 0.82 -1.23 0.3653
H 4.50 -2.57 4.50 0.2712
H -5.43 2.09 -4.88 0.2515
H 5.58 2.96 -0.26 0.4190
H 3.09 0.79 4.21 0.4242
H 3.30 -1.84 -0.43 0.3565
H 5.84 1.88 1.36 0.2911
H 0.87 -0.41 -2.40 0.2836
H 4.38 4.61 1.75 0.3119
H 4.62 -0.78 4.89 0.2830
H 2.23 -2.03 4.00 0.3695
H -1.27 1.39 -2.81 0.3823
H 5.04 -1.41 2.14 0.3006
H 2.87 -1.66 2.31 0.1782
H -3.70 -1.23 3.29 0.3140
H 3.04 2.74 -0.01 0.3569
H 1.39 0.08 4.31 0.4346
H 1.44 4.03 0.75 0.2550
```

Net charge = +1
Electronic energy = -78497.7029 eV

---

ORCA calculation (wB97M-V/def2-TZVPD) on the molecule C22H30FN3O3S in a non-equilibrium geometry.

```
60
Properties=species:S:1:pos:R:3:mulliken_charge:R:1
S 5.09 -1.36 -0.62 -0.1888
F 0.00 0.66 -2.73 -0.3978
O -0.85 0.12 1.87 -0.8744
O 3.38 1.78 0.93 -0.7306
O 1.70 -2.33 1.92 -0.2692
N -0.91 -2.13 1.81 -0.0883
N 3.03 -2.32 1.75 -0.8165
N 1.16 1.89 1.31 0.0564
C -2.31 -2.94 -0.74 1.3622
C 4.78 -0.77 1.10 -0.8266
C -1.44 3.20 0.24 1.7431
C -2.29 3.15 -1.03 -1.6476
C 3.39 -1.10 1.47 -0.1300
C -2.01 4.23 1.21 -1.7025
C 2.27 1.06 -2.20 -0.4355
C 3.58 -0.76 -1.35 -0.4750
C -2.64 -2.44 -2.15 -1.5994
C 1.30 -1.15 -1.96 -0.6284
C 2.51 -1.62 -1.49 -0.2695
C 1.21 -1.09 1.76 0.0321
C 1.19 0.19 -2.30 0.4765
C 0.02 3.52 -0.13 -0.5528
C -2.89 -4.34 -0.53 -1.6251
C 1.02 3.29 1.00 -1.0573
C 2.32 1.24 1.21 0.4780
C -2.85 -1.95 0.29 -0.6788
C 3.47 0.58 -1.72 -0.0354
C 2.25 -0.23 1.48 1.4855
C -2.36 -2.20 1.72 -1.1444
C -0.27 -0.96 1.82 0.3302
H 0.31 1.39 1.56 0.3583
H -2.27 4.11 -1.54 0.3884
H -2.68 -3.17 2.09 0.5093
H -2.25 -3.13 -2.90 0.4011
H -3.98 -4.31 -0.60 0.3255
H 0.31 2.90 -0.98 0.0368
H -1.46 4.24 2.14 0.3706
H 4.32 1.24 -1.61 0.3760
H -2.62 -4.75 0.44 0.3821
H -2.76 -1.42 2.38 0.3809
H 4.94 0.31 1.13 0.3000
H 2.01 3.65 0.70 0.5068
H -2.54 -0.94 0.01 0.2332
H 5.50 -1.31 1.71 0.5349
H 2.15 2.09 -2.48 0.4857
H -2.21 -1.46 -2.32 0.3097
H -3.72 -2.37 -2.28 0.4450
H 2.62 -2.66 -1.22 0.4396
H -1.22 -3.00 -0.64 -0.1605
H 0.72 3.83 1.90 0.3294
H -1.97 5.23 0.77 0.3444
H -3.32 2.91 -0.79 0.4230
H 0.08 4.57 -0.45 0.4785
H -3.05 3.99 1.43 0.4228
H -1.48 2.21 0.71 -0.4425
H -1.91 2.40 -1.72 0.2842
H -3.94 -1.98 0.29 0.4375
H -2.52 -5.02 -1.30 0.4254
H -0.38 -2.98 1.73 0.3673
H 0.44 -1.80 -2.08 0.5167
```

Energy relative to the best compared isomer or geometry (same formula, charge and spin) = 0.00 kcal per mole